Entry 1:
{
  "formula": "C4H7NO3",
  "method": "ωB97M-V/def2-TZVPD",
  "elements": ["C", "N", "C", "C", "C", "O", "O", "O", "H", "H", "H", "H", "H", "H", "H"],
  "positions_angstrom": [[0.305, -0.620, 1.959], [-0.393, -0.990, 0.851], [0.211, -0.693, -1.531], [-0.581, -0.171, -0.323], [-0.355, 1.333, -0.073], [0.800, 1.803, -0.556], [-1.215, 2.028, 0.392], [0.853, 0.453, 2.086], [0.358, -1.395, 2.737], [-0.650, -1.968, 0.753], [1.233, -0.325, -1.434], [-0.131, -0.205, -2.434], [0.283, -1.773, -1.594], [-1.648, -0.181, -0.563], [0.931, 2.702, -0.270]],
  "forces_ev_per_angstrom": [[0.3, 0.2, -0.4], [0.1, -0.4, 0.5], [0.9, 1.0, 0.6], [-0.2, 0.1, -0.9], [-0.3, -0.1, 0.1], [0.3, -1.0, -0.3], [0.0, 0.1, 0.2], [-0.2, 0.0, 0.1], [-0.1, -0.1, 0.0], [0.0, 0.4, 0.2], [0.1, -0.2, 0.1], [-0.4, -0.3, -0.3], [-0.5, -0.1, -0.1], [0.0, -0.2, 0.1], [-0.2, 0.8, 0.3]],
  "lumo_energy_ev": 0.70,
  "relative_energy_kcal_mol": 18.29,
  "homo_ev": -10.035,
  "gap_ev": 10.7
}


Entry 2:
{
  "formula": "C4H10OS",
  "method": "ωB97M-V/def2-TZVPD",
  "elements": ["C", "C", "C", "C", "H", "H", "H", "H", "H", "H", "H", "H", "H", "H", "O", "S"],
  "positions_angstrom": [[2.167, -0.730, 1.490], [-0.749, -0.240, 0.778], [-0.492, 0.393, -0.486], [-1.482, 0.465, -1.492], [1.912, -1.793, 0.553], [2.970, 0.296, 0.808], [2.450, -0.672, 2.679], [-1.128, -1.324, 0.865], [-1.695, 0.271, 1.463], [-0.292, 1.353, 0.112], [-1.460, 1.415, -2.375], [-1.382, -0.378, -2.334], [-2.616, 0.552, -1.125], [0.741, 0.509, -1.857], [0.589, -0.092, -1.159], [0.466, -0.023, 2.083]],
  "forces_ev_per_angstrom": [[-0.4, 2.0, -1.3], [-4.1, -3.2, 5.1], [1.1, 3.3, 1.8], [-6.4, 1.6, -6.1], [1.3, 3.3, 3.7], [-2.7, -3.4, 2.1], [0.6, -1.4, -3.3], [0.8, 1.2, -0.9], [2.3, -0.9, -2.5], [0.2, 0.3, -2.1], [0.5, -2.1, 3.0], [-0.5, 1.2, 2.5], [2.4, -0.4, -0.7], [0.6, 0.9, -1.3], [2.7, -1.8, 1.2], [1.6, -0.4, -1.1]],
  "lumo_energy_ev": 0.67,
  "relative_energy_kcal_mol": 143.76,
  "homo_ev": -8.504,
  "gap_ev": 9.2
}


Entry 3:
{
  "formula": "C4H6BeO7",
  "method": "ωB97M-V/def2-TZVPD",
  "elements": ["O", "C", "C", "O", "C", "O", "O", "H", "H", "H", "H", "H", "O", "C", "O", "O", "Be", "H"],
  "positions_angstrom": [[0.367, -1.298, 0.828], [0.121, 0.013, 0.545], [-0.461, 0.192, -0.851], [-1.649, -0.581, -0.959], [-2.624, -0.260, -0.123], [-2.414, -0.076, 1.064], [-3.718, 0.015, -0.787], [0.451, -1.456, 1.777], [-0.170, 0.664, 1.373], [0.222, -0.197, -1.614], [-0.681, 1.250, -1.027], [-4.233, 0.697, -0.333], [2.790, -1.135, -0.230], [2.697, 0.129, -0.030], [1.556, 0.699, 0.340], [3.633, 0.921, -0.194], [2.160, 2.017, 0.206], [1.954, -1.594, 0.016]],
  "forces_ev_per_angstrom": [[0.0, 1.5, -0.5], [-1.3, -1.9, 0.7], [-1.3, -0.8, 0.4], [1.9, -0.6, -1.7], [-0.7, 2.2, 2.0], [0.0, -0.2, -0.9], [0.1, -0.2, -0.4], [-0.3, -0.2, 0.4], [-0.5, -0.5, -0.2], [-0.1, 0.0, 0.1], [0.0, 0.1, -0.1], [-0.4, -0.4, 0.4], [-0.3, 1.2, 0.3], [3.3, -3.5, -1.4], [-1.1, 0.8, 0.7], [-2.2, 2.1, 0.6], [3.1, 0.9, -0.6], [-0.1, -0.4, 0.0]],
  "lumo_energy_ev": -12.40,
  "total_charge": 2,
  "homo_ev": -18.110,
  "gap_ev": 5.7
}


Entry 4:
{
  "formula": "C11H17N2O4",
  "method": "ωB97M-V/def2-TZVPD",
  "elements": ["C", "C", "N", "C", "C", "C", "N", "H", "H", "H", "H", "H", "H", "H", "H", "H", "H", "H", "H", "H", "C", "C", "C", "O", "C", "C", "C", "O", "O", "O", "H", "H", "H", "H"],
  "positions_angstrom": [[1.057, -1.178, -0.942], [1.034, -1.665, 0.501], [2.254, -1.371, 1.248], [2.386, 0.032, 1.646], [3.310, 0.855, 0.773], [4.782, 0.397, 0.659], [5.011, -0.731, -0.255], [1.252, -0.107, -0.988], [0.085, -1.365, -1.404], [1.821, -1.696, -1.533], [0.188, -1.181, 1.019], [0.855, -2.747, 0.508], [2.191, -1.912, 2.099], [2.767, 0.066, 2.675], [3.309, 1.876, 1.178], [2.936, 0.945, -0.257], [5.395, 1.251, 0.336], [5.141, 0.117, 1.658], [4.130, -1.167, -0.490], [5.451, -0.426, -1.111], [-3.665, 2.090, -0.196], [-2.712, 1.135, -0.032], [-2.969, -0.317, -0.345], [-2.043, -1.092, -0.131], [-4.267, -0.688, -0.853], [-5.193, 0.271, -1.023], [-4.943, 1.718, -0.701], [-5.893, 2.482, -0.919], [-6.424, 0.060, -1.491], [-1.504, 1.409, 0.416], [-3.479, 3.131, 0.030], [-4.455, -1.728, -1.080], [-6.822, 0.959, -1.491], [-0.986, 0.577, 0.496]],
  "forces_ev_per_angstrom": [[0.0, -0.1, 0.0], [-0.2, 0.1, 0.0], [-0.1, 0.1, -0.2], [0.1, 0.0, 0.0], [0.0, 0.1, -0.1], [0.0, 0.0, 0.1], [0.2, 0.0, 0.0], [0.0, 0.0, 0.0], [0.0, 0.0, 0.0], [0.0, 0.1, 0.1], [0.0, -0.1, -0.1], [0.1, 0.0, 0.0], [0.1, -0.1, 0.0], [-0.1, 0.0, 0.0], [0.0, -0.1, 0.0], [0.0, 0.0, 0.0], [0.0, -0.1, 0.0], [-0.1, 0.0, 0.0], [-0.1, -0.1, 0.2], [-0.1, 0.1, -0.1], [0.1, 0.1, 0.1], [0.0, -0.1, -0.1], [0.3, 0.1, 0.2], [-0.2, 0.0, -0.1], [-0.1, 0.0, 0.0], [0.0, 0.0, 0.0], [-0.1, 0.0, -0.1], [0.1, 0.0, 0.0], [0.0, -0.1, 0.0], [0.0, 0.1, -0.1], [0.0, 0.0, 0.0], [0.0, 0.0, 0.0], [0.0, 0.0, 0.0], [0.1, 0.0, 0.1]],
  "lumo_energy_ev": 1.13,
  "total_charge": -1,
  "homo_ev": -1.365,
  "gap_ev": 2.5
}


Entry 5:
{
  "formula": "C28H29ClN6O2S4Ti",
  "method": "ωB97M-V/def2-TZVPD",
  "elements": ["Ti", "C", "C", "S", "C", "C", "S", "C", "C", "S", "C", "C", "S", "H", "H", "H", "H", "H", "H", "H", "H", "H", "H", "H", "H", "H", "H", "H", "H", "Cl", "C", "C", "C", "C", "O", "C", "C", "O", "C", "H", "H", "H", "H", "C", "C", "N", "C", "C", "C", "C", "C", "C", "C", "C", "N", "C", "N", "H", "H", "H", "H", "H", "H", "H", "H", "H", "N", "C", "N", "C", "N"],
  "positions_angstrom": [[0.793, 0.207, 0.984], [-0.546, -0.423, -2.519], [-0.668, -1.587, -3.501], [0.632, -2.841, -3.316], [-0.259, -4.387, -2.953], [0.044, -4.968, -1.569], [-1.111, -4.407, -0.281], [0.048, -3.787, 0.971], [-0.692, -3.166, 2.152], [-1.014, -1.371, 2.177], [-2.469, -1.113, 1.128], [-2.251, -1.199, -0.385], [-0.505, -0.975, -0.810], [-1.388, 0.261, -2.641], [0.374, 0.143, -2.669], [-0.597, -1.182, -4.510], [-1.642, -2.069, -3.410], [0.047, -5.103, -3.716], [-1.327, -4.216, -3.087], [1.050, -4.687, -1.258], [-0.001, -6.056, -1.604], [0.727, -3.075, 0.508], [0.632, -4.629, 1.348], [-0.120, -3.318, 3.068], [-1.666, -3.632, 2.317], [-2.803, -0.116, 1.410], [-3.238, -1.814, 1.449], [-2.839, -0.438, -0.900], [-2.533, -2.181, -0.755], [6.500, -2.569, 4.725], [5.167, -2.150, 3.710], [4.699, -3.076, 2.767], [3.641, -2.776, 1.939], [3.010, -1.531, 2.028], [2.006, -1.236, 1.223], [3.479, -0.602, 2.981], [2.869, 0.678, 3.134], [1.871, 1.086, 2.513], [4.569, -0.924, 3.816], [5.189, -4.038, 2.691], [3.300, -3.487, 1.200], [3.313, 1.363, 3.864], [4.926, -0.201, 4.538], [-1.797, 3.229, 2.925], [-0.894, 2.226, 2.635], [-0.793, 1.687, 1.413], [-1.600, 2.144, 0.442], [-2.551, 3.134, 0.644], [-2.639, 3.679, 1.925], [-3.519, 3.538, -0.393], [-3.362, 3.608, -1.711], [-2.136, 3.420, -2.520], [-0.968, 4.136, -2.299], [0.059, 3.944, -3.211], [-0.045, 3.106, -4.241], [-1.205, 2.470, -4.354], [-2.259, 2.579, -3.553], [-1.842, 3.637, 3.924], [-0.230, 1.839, 3.395], [-1.487, 1.676, -0.528], [-3.371, 4.450, 2.131], [-4.502, 3.778, -0.001], [-4.239, 3.838, -2.307], [-0.863, 4.844, -1.488], [0.988, 4.495, -3.127], [-1.305, 1.786, -5.191], [1.447, 1.524, -0.401], [1.949, 2.564, -0.647], [2.537, 3.631, -0.948], [1.950, 4.800, -0.719], [1.459, 5.832, -0.553]],
  "forces_ev_per_angstrom": [[0.2, -0.4, -0.2], [-0.1, 0.0, -0.1], [0.0, -0.1, 0.0], [0.0, 0.0, 0.0], [0.0, 0.0, 0.1], [0.0, 0.0, -0.1], [0.0, 0.0, 0.1], [0.0, -0.1, -0.1], [0.0, 0.0, 0.0], [-0.1, 0.1, 0.2], [0.0, 0.0, 0.0], [0.0, 0.0, -0.1], [0.0, 0.0, 0.0], [0.0, 0.1, 0.0], [0.0, 0.0, 0.0], [-0.1, 0.0, 0.0], [0.0, 0.0, 0.0], [0.0, 0.0, 0.0], [0.0, 0.0, 0.0], [0.0, 0.0, 0.0], [0.0, 0.0, 0.0], [0.0, 0.0, 0.0], [0.0, 0.0, 0.0], [0.0, 0.0, 0.0], [0.0, 0.0, 0.0], [0.0, 0.0, 0.0], [0.0, 0.0, 0.0], [0.0, 0.0, 0.0], [0.0, 0.0, 0.0], [0.0, 0.0, 0.0], [0.0, 0.0, 0.0], [0.0, 0.0, 0.0], [0.0, 0.0, 0.0], [0.0, 0.0, 0.0], [-0.1, 0.3, 0.0], [0.0, 0.0, 0.1], [0.0, 0.0, 0.0], [-0.1, -0.1, 0.0], [0.0, 0.0, 0.0], [0.0, 0.0, 0.0], [0.0, 0.0, 0.0], [0.0, 0.0, 0.0], [0.0, 0.0, 0.0], [0.0, 0.0, 0.0], [0.0, 0.0, 0.0], [-0.1, 0.2, 0.0], [0.0, 0.0, 0.0], [0.0, 0.0, 0.0], [0.0, 0.0, 0.0], [0.0, 0.0, 0.0], [0.0, 0.0, 0.0], [0.0, 0.0, 0.0], [0.0, 0.0, 0.0], [0.0, 0.0, -0.1], [0.0, 0.0, 0.0], [0.0, -0.1, 0.0], [0.0, 0.0, 0.0], [0.0, 0.0, 0.0], [0.0, 0.0, 0.0], [0.0, 0.0, 0.0], [0.0, 0.0, 0.0], [0.0, 0.0, 0.0], [0.0, 0.0, 0.0], [0.0, 0.0, 0.0], [0.0, 0.0, 0.0], [0.0, 0.0, 0.0], [0.2, 0.0, 0.0], [-0.1, 0.0, 0.1], [0.0, 0.0, 0.0], [0.0, 0.1, 0.1], [0.0, 0.0, 0.0]],
  "lumo_energy_ev": [-3.64, -3.80],
  "total_charge": 1,
  "s2": 0.75,
  "multiplicity": 2,
  "relative_energy_kcal_mol": 11.66,
  "homo_ev": [-11.159, -11.173],
  "gap_ev": [7.5, 7.4]
}


Entry 6:
{
  "formula": "C21H20IrN5",
  "method": "ωB97M-V/def2-TZVPD",
  "elements": ["Ir", "C", "C", "C", "C", "C", "N", "C", "C", "C", "C", "C", "C", "C", "N", "C", "C", "C", "N", "C", "C", "N", "C", "C", "C", "N", "H", "H", "H", "H", "H", "H", "H", "H", "H", "H", "H", "H", "H", "H", "H", "H", "H", "H", "C", "H", "H"],
  "positions_angstrom": [[-2.013, -1.222, 0.044], [3.813, -0.368, 3.896], [2.781, -0.273, 2.809], [2.660, 0.878, 2.033], [1.692, 0.971, 1.060], [0.791, -0.082, 0.811], [-0.220, 0.061, -0.116], [-0.022, 0.757, -1.284], [1.234, 0.797, -1.916], [1.410, 1.404, -3.140], [0.340, 1.990, -3.813], [0.513, 2.601, -5.175], [-0.914, 1.940, -3.208], [-1.103, 1.347, -1.976], [-2.410, 1.433, -1.410], [-3.248, 2.490, -1.499], [-4.451, 2.126, -0.947], [-4.271, 0.801, -0.542], [-3.037, 0.390, -0.821], [0.914, -1.238, 1.610], [1.890, -1.320, 2.576], [-0.050, -2.366, 1.467], [0.259, -3.547, 2.286], [-0.760, -3.702, 3.195], [-1.693, -2.699, 2.997], [-1.353, -1.863, 1.965], [4.781, -0.009, 3.547], [3.928, -1.389, 4.254], [3.524, 0.255, 4.747], [3.326, 1.716, 2.209], [1.577, 1.884, 0.492], [2.065, 0.300, -1.434], [2.392, 1.406, -3.598], [1.513, 3.013, -5.298], [-0.215, 3.392, -5.354], [0.372, 1.842, -5.947], [-1.768, 2.369, -3.720], [-2.927, 3.416, -1.946], [-5.337, 2.729, -0.851], [-4.965, 0.133, -0.058], [1.958, -2.217, 3.176], [1.107, -4.155, 2.022], [-0.830, -4.492, 3.927], [-2.617, -2.528, 3.525], [-0.389, -2.690, 0.014], [-0.735, -3.718, 0.009], [0.489, -2.566, -0.617]],
  "forces_ev_per_angstrom": [[0.4, 0.0, -0.1], [0.0, 0.0, 0.0], [0.0, 0.0, 0.0], [0.0, 0.0, 0.0], [0.0, 0.0, 0.0], [0.0, 0.2, -0.1], [-0.2, -0.2, 0.2], [0.1, 0.0, 0.0], [0.0, 0.0, 0.0], [0.0, 0.0, 0.0], [0.0, 0.0, 0.0], [0.0, 0.0, 0.0], [0.0, 0.1, -0.1], [-0.1, 0.0, 0.1], [0.1, 0.0, 0.0], [0.0, 0.0, 0.0], [-0.1, 0.0, 0.0], [0.0, 0.0, 0.0], [-0.1, 0.0, 0.0], [-0.2, -0.2, -0.1], [0.1, -0.1, 0.0], [0.2, 0.0, 0.0], [0.0, 0.1, -0.1], [-0.1, 0.0, 0.0], [-0.1, 0.0, -0.1], [0.2, 0.0, 0.1], [0.0, 0.0, 0.0], [0.0, 0.0, 0.0], [0.0, 0.0, 0.0], [0.0, 0.0, 0.0], [0.0, 0.0, 0.0], [0.0, 0.0, 0.0], [0.0, 0.0, 0.0], [0.0, 0.0, 0.0], [0.0, 0.0, 0.0], [0.0, 0.0, 0.0], [0.0, 0.0, 0.0], [0.0, -0.1, 0.0], [0.1, 0.0, 0.0], [0.0, 0.0, 0.0], [0.0, 0.0, 0.0], [0.0, 0.1, 0.0], [0.0, 0.0, 0.0], [0.0, 0.0, 0.0], [-0.3, 0.1, 0.0], [0.0, -0.1, 0.0], [0.0, 0.1, 0.0]],
  "lumo_energy_ev": [-2.31, -5.03],
  "total_charge": 1,
  "s2": 8.81,
  "multiplicity": 6,
  "homo_ev": [-9.015, -11.554],
  "gap_ev": [6.7, 6.5]
}


In the order shown, the computed maximum force values come out to 0.0278 0.1745 0.0973 0.0075 0.0101 0.0076 hartree/bohr.